This record from OMol25 describes C15H15MoN3O4S6 as an isolated structure in a non-equilibrium geometry. The level of theory is wB97M-V/def2-TZVPD.

Positions of all 44 atoms, in Å:
C (-1.5103, 0.6339, -3.0437)
C (-1.7279, -5.2598, 1.5879)
C (-1.7902, -3.7164, -0.2291)
C (-2.1738, -3.0871, -1.5626)
H (1.1095, 4.4289, 2.4080)
C (3.5807, 3.0851, 1.1479)
O (-2.5152, -3.6534, -2.5520)
C (0.7606, 4.0678, 1.4380)
C (-0.4565, 2.0594, 2.1203)
C (-1.7246, 0.3487, -5.6248)
S (-2.3905, 1.3666, -4.3451)
C (-1.1339, -2.9742, 1.8730)
N (0.6757, 2.6181, 1.4223)
S (-0.5189, -0.8087, -5.0599)
O (-2.0377, -1.7683, -1.4384)
N (-1.3077, -2.7653, 0.5655)
H (4.5013, 2.5159, 1.2982)
C (-0.6165, -0.3886, -3.3847)
H (3.1378, 3.2684, 2.1210)
H (2.6065, 1.3552, -1.5563)
C (-0.9083, -1.6476, 2.5612)
S (-2.1707, 0.4805, -7.1881)
H (3.8359, 4.0333, 0.6746)
H (-0.8841, 2.8052, 2.7866)
H (-1.2044, -4.3672, 3.4981)
O (-1.0817, -0.7010, 1.6271)
H (4.0638, 0.9820, -0.6207)
S (0.4240, -1.0804, -2.2202)
H (-0.1490, 1.2022, 2.7249)
H (1.4260, 4.4255, 0.6581)
H (3.8730, 2.5798, -1.3533)
C (1.5180, 1.8513, 0.7411)
H (-1.8696, -6.2523, 1.9893)
C (-2.0001, -5.0071, 0.2439)
Mo (-1.1221, -0.8108, -0.1632)
C (-1.3306, -4.2254, 2.4352)
N (2.6944, 2.3073, 0.3026)
O (-0.6504, -1.4570, 3.7044)
S (-1.6807, 1.2105, -1.4412)
H (-0.2347, 4.4813, 1.2698)
S (1.2470, 0.1479, 0.4577)
H (-1.2347, 1.7372, 1.4031)
H (-2.3723, -5.7832, -0.4086)
C (3.3427, 1.7618, -0.8682)

LUMO level (spin up / spin down) in eV: -9.19 / -9.03
Charge: +2
Gap between HOMO and LUMO (spin up / spin down) in eV: 5.474 / 5.642